DFT (ωB97M-V with the def2-TZVPD basis set) results for one molecule with the formula C2H5N3S at a distorted geometry.

HOMO: -8.9 eV
Structure (SMILES): [H]/N=C(\N)SN=C
Energy relative to the best compared isomer or geometry (same formula, charge and spin): 143.5 kJ/mol
Gap between HOMO and LUMO: 0.362 Ha

Last column: Löwdin charge in e.
Cartesian coordinates (Å):
C: 0.143 0.904 -1.010  -0.852
C: 0.594 -1.498 2.029  -0.152
H: -1.390 -0.206 -0.292  0.046
H: -1.779 0.794 -1.642  0.093
H: 0.002 2.155 -2.446  0.064
H: -0.107 -2.125 2.530  0.057
H: 1.626 -1.497 2.390  0.067
N: -1.085 0.254 -1.139  0.060
N: 0.612 1.837 -1.673  0.038
N: 0.154 -0.841 1.038  -0.368
S: 1.230 0.223 0.216  0.948